(1)
16
Properties=species:S:1:pos:R:3:mulliken_charge:R:1 method="wB97M-V/def2-TZVPD" homo_lumo_gap_ev=11.52 homo_ev=-14.5 total_charge=+1 e_tot_ha=-284.2778 de_lowest_kcal_mol=61.6
C 2.7875 -0.6912 -0.2894 -0.647
C 2.1846 0.1336 0.5438 -0.214
C 0.4477 0.2644 0.1044 0.608
N -0.0584 1.4538 -0.0229 -0.340
N -0.1604 -0.8510 0.0240 -0.313
N -3.0001 -0.1236 0.0939 -0.754
H 3.8466 -0.6758 -0.2246 0.272
H 2.3335 -1.5106 -0.8816 0.227
H 2.6924 0.7638 1.3205 0.329
H 0.4386 2.3267 0.1149 0.244
H -0.9151 1.6368 -0.5809 0.273
H -1.0783 -1.1389 -0.3625 0.325
H 0.5100 -1.6568 0.0438 0.248
H -3.6618 -0.7514 0.5241 0.251
H -3.4922 0.0652 -0.8231 0.269
H -2.8746 0.7550 0.4156 0.221



(2)
27
Properties=species:S:1:pos:R:3:mulliken_charge:R:1 method="wB97M-V/def2-TZVPD" homo_lumo_gap_ev=2.19 homo_ev=-3.7 total_charge=0 e_tot_ha=-1265.2656 de_lowest_kcal_mol=0.0
C 3.0137 -0.8570 -0.2729 -1.154
P 1.7070 0.1155 -1.1009 0.311
O 1.3665 -0.8325 -2.4029 -0.434
C 0.1582 -0.1387 0.0085 0.467
C -0.0632 1.1938 0.7170 -0.653
C -0.5232 2.4223 -0.0581 -0.188
O -0.7064 3.4216 0.5160 -0.310
I -0.9043 2.3946 -2.1859 0.042
C 0.3387 -1.2973 1.0126 -0.930
N -1.0052 -1.9428 1.1415 -0.381
C -1.6730 -1.5415 0.0297 0.339
N -2.8597 -2.0418 -0.2951 -0.358
N -1.0842 -0.5697 -0.6827 -0.097
H 2.7411 -1.8139 0.1645 0.408
H 3.7342 -1.0614 -1.0619 0.369
H 3.5158 -0.2492 0.4734 0.344
H 1.3619 -1.7671 -2.1594 0.301
H 0.8895 1.4904 1.1573 0.422
H -0.7538 1.0815 1.5533 0.431
H 0.9632 -2.0623 0.5601 0.424
H 0.8013 -1.0474 1.9589 0.352
H -0.8901 -2.9502 1.0834 0.350
H -3.5143 -2.3490 0.4021 0.252
H -3.1534 -2.0411 -1.2568 0.262
H -1.7718 0.1742 -0.8120 0.304
O -0.9204 6.6085 0.7810 -1.079
H -0.7681 5.6605 0.7293 0.205



(3)
94
Properties=species:S:1:pos:R:3:mulliken_charge:R:1 method="wB97M-V/def2-TZVPD" homo_lumo_gap_ev="6.38 / 7.19" homo_ev="-5.9 / -6.7" total_charge=0 multiplicity=8 s_squared=15.76 e_tot_ha=-3898.2463 de_lowest_kcal_mol=23.4
Eu -0.8755 0.6853 -0.5600 -0.469
C 3.7592 1.5861 -1.3621 -1.813
C 2.3211 1.3249 -0.9000 1.356
N 1.2455 2.2140 -1.4009 1.387
C 1.5036 3.5864 -0.9229 -0.655
C 0.2968 4.5114 -1.0856 -1.506
C 1.1597 2.2359 -2.8776 -1.410
C 0.6181 0.9403 -3.4958 -0.730
N -0.6302 0.6183 -2.8232 0.011
C -1.6021 -0.0405 -3.4529 0.255
C -2.8635 -0.1047 -2.8077 0.152
F -2.9472 0.5935 -1.5657 -0.175
C -3.9924 -0.6965 -3.3254 0.051
F -5.1275 -0.6761 -2.6079 -0.326
C -3.9396 -1.3149 -4.5580 -0.671
C -2.7190 -1.3126 -5.2291 0.087
F -2.6523 -1.9190 -6.4183 -0.339
C -1.5908 -0.7068 -4.7139 0.562
F -0.4403 -0.7736 -5.4237 -0.410
H 4.3945 0.8400 -0.8907 0.477
H 4.1206 2.5649 -1.0601 0.399
H 3.8750 1.4870 -2.4364 0.385
H 2.3098 1.4173 0.1893 -0.654
H 2.0439 0.2949 -1.1600 -0.743
H 2.3607 4.0168 -1.4587 0.503
H 1.7571 3.5181 0.1375 0.258
H 0.3692 5.0964 -1.9985 0.450
H 0.2473 5.2094 -0.2530 0.385
H -0.6396 3.9441 -1.1177 0.170
H 2.1234 2.4767 -3.3390 0.346
H 0.4509 3.0251 -3.1412 0.513
H 1.3418 0.1146 -3.4151 0.048
H 0.4718 1.1478 -4.5602 0.616
H -4.8061 -1.7753 -4.9905 0.525
C -3.0661 -2.8433 -0.1529 -1.108
C -1.7350 -3.3635 -0.6866 0.774
C -1.5204 -4.7884 -0.1836 -1.966
P -0.3693 -2.0794 -0.3996 1.919
C 1.0723 -3.0225 -1.1435 0.427
C 0.8935 -3.2242 -2.6452 -1.442
C 2.4153 -2.3571 -0.8544 -1.816
C 0.0437 -2.0164 1.3804 -0.265
C 0.3642 -3.1862 2.0723 -1.025
C 0.6561 -3.1926 3.4225 0.259
C 1.0967 -4.4383 4.1249 -1.661
C 0.5237 -1.9930 4.1236 -1.045
C 0.2315 -0.8236 3.4703 -0.556
C 0.0917 -0.7662 2.0685 0.119
N -0.0129 0.4366 1.4161 1.197
C 0.4563 1.6154 2.0230 -0.035
C -0.3029 2.8089 1.9385 0.463
C -1.6876 2.8942 1.3241 -1.174
C 0.1622 3.9781 2.5273 -1.243
C 1.3666 4.0324 3.2058 0.463
C 1.8540 5.2793 3.8727 -1.645
C 2.1376 2.8794 3.2228 -1.231
C 1.7291 1.6931 2.6401 1.863
C 2.6920 0.5376 2.6735 -1.738
H -3.8725 -3.5006 -0.4732 0.584
H -3.2747 -1.8474 -0.5451 -0.303
H -3.0583 -2.8213 0.9358 0.314
H -1.8089 -3.3966 -1.7846 0.375
H -1.5390 -4.8325 0.9029 0.411
H -0.5967 -5.2299 -0.5479 0.353
H -2.3395 -5.4005 -0.5592 0.510
H 1.0792 -3.9957 -0.6447 0.680
H 0.8648 -2.2646 -3.1596 0.083
H -0.0190 -3.7626 -2.8881 0.348
H 1.7359 -3.7955 -3.0329 0.476
H 2.6416 -1.5915 -1.5921 0.405
H 3.2057 -3.1020 -0.9039 0.497
H 2.4315 -1.9183 0.1435 0.283
H 0.4181 -4.1141 1.5245 0.254
H 1.2578 -5.2489 3.4199 0.363
H 0.3532 -4.7564 4.8538 0.315
H 2.0281 -4.2558 4.6573 0.367
H 0.6878 -1.9763 5.1919 0.430
H 0.1521 0.0985 4.0269 0.737
H -2.4323 2.5463 2.0461 0.477
H -1.8106 2.3204 0.3755 -0.138
H -1.9151 3.9395 1.1077 0.458
H -0.4575 4.8620 2.4804 0.370
H 1.0858 6.0475 3.8890 0.389
H 2.7225 5.6653 3.3401 0.303
H 2.1555 5.0661 4.8968 0.364
H 3.0977 2.8973 3.7134 0.506
H 2.5749 -0.0314 3.5938 0.409
H 3.7131 0.9126 2.6389 0.597
H 2.5343 -0.1453 1.8405 0.091
Cl -4.9026 1.7430 0.4619 -0.148
C -4.6581 0.1874 1.2788 -0.535
Cl -2.9025 -0.1001 1.4671 0.071
H -5.0775 -0.6062 0.6589 0.302
H -5.1110 0.2183 2.2697 0.436